*1*
Computed, not measured: a cluster of 2 separate species, C6H8N2O2 in total, with ωB97M-V/def2-TZVPD.

The calculation puts the LUMO energy at 0.186 eV. The HOMO energy comes out at -10.1 eV. As for the molar mass: 140.142 g mol⁻¹. Its SMILES is N#C[C@H](N)C#CCC=O.O.

Each line ends with the Mulliken charge.
Atoms and positions in Å:
N -3.039 1.772 -2.519  -0.41
C -2.298 1.961 -1.655  0.05
C -1.342 2.252 -0.550  0.68
N -0.420 3.305 -0.963  -0.70
C -0.603 1.037 -0.167  -0.60
C 0.070 0.073 0.115  -0.16
C 0.763 -1.183 0.403  0.13
C 1.450 -1.192 1.756  -0.04
O 1.973 -2.222 2.177  -0.46
H -1.969 2.538 0.316  0.22
H 0.380 3.315 -0.336  0.25
H -0.869 4.215 -0.897  0.26
H -0.008 -1.974 0.467  0.24
H 1.789 -1.167 -0.132  0.23
H 1.070 -0.440 2.477  0.31
O 1.194 -4.004 -0.511  -0.66
H 1.547 -3.911 0.463  0.35
H 0.310 -4.375 -0.444  0.31

=====

*2*
Computed, not measured: a cluster of 2 separate species, C6H8N2O2 in total, with ωB97M-V/def2-TZVPD.

The calculation puts the LUMO energy at 0.398 eV. The HOMO energy comes out at -9.8 eV. As for the molar mass: 140.142 g mol⁻¹. Its SMILES is O=c1cc[nH]c(=O)[nH]1.C=C.

Each line ends with the Mulliken charge.
Atoms and positions in Å:
O -0.241 2.461 -0.092  -0.61
C -0.748 1.308 -0.069  0.49
C -2.170 1.034 0.075  -0.44
C -2.541 -0.239 0.212  -0.01
N -1.773 -1.305 0.078  0.02
C -0.531 -1.277 -0.094  0.35
O 0.292 -2.206 -0.025  -0.61
N -0.053 0.096 -0.384  -0.05
H -3.037 1.739 0.191  0.31
H -3.568 -0.487 0.607  0.30
H -2.282 -2.080 0.045  0.13
H 1.004 0.157 -0.554  0.08
C 3.719 -0.505 0.020  -0.28
C 3.304 0.743 0.259  -0.66
H 4.366 -0.982 0.722  0.24
H 3.522 -0.962 -0.975  0.21
H 3.357 1.329 1.196  0.23
H 2.816 1.329 -0.572  0.30

=====

Which structure is most stable, and how do the rest compare? From most to least stable: *2*, *1*.

=====

*1*
Computed, not measured: a cluster of 2 separate species, C7H14 in total, with ωB97M-V/def2-TZVPD.

The calculation puts the LUMO energy at 1.135 eV. The HOMO energy comes out at -9.2 eV. As for the molar mass: 98.189 g mol⁻¹. Its SMILES is C=C(C)CC.C=C.

Each line ends with the Mulliken charge.
Atoms and positions in Å:
C -1.479 -1.241 -0.497  -0.95
C -0.843 -0.507 0.415  0.73
C -1.562 0.543 1.228  -1.46
C 0.595 -0.749 0.802  -0.12
C 1.442 -1.568 -0.166  -1.38
H -2.550 -1.138 -0.654  0.30
H -0.968 -1.999 -1.085  0.24
H -2.464 0.909 0.726  0.38
H -0.916 1.407 1.430  0.28
H -1.858 0.126 2.197  0.36
H 1.084 0.217 0.962  0.19
H 0.570 -1.242 1.782  0.39
H 2.468 -1.645 0.209  0.36
H 1.484 -1.099 -1.157  0.28
H 1.061 -2.587 -0.295  0.39
C 1.195 1.947 -0.640  -0.66
C 0.125 1.606 -1.348  -0.43
H 1.136 2.638 0.198  0.31
H 2.171 1.508 -0.836  0.31
H -0.859 2.012 -1.130  0.24
H 0.172 0.863 -2.140  0.25

=====

*2*
Computed, not measured: an isolated molecule of C7H14, with ωB97M-V/def2-TZVPD.

The calculation puts the LUMO energy at 0.984 eV. The HOMO energy comes out at -10.1 eV. As for the molar mass: 98.189 g mol⁻¹. Its SMILES is CC(C)(C)C1CC1.

Each line ends with the Mulliken charge.
Atoms and positions in Å:
C -0.707 1.652 0.694  -1.83
C -0.491 0.214 0.200  2.03
C -0.973 0.120 -1.252  -1.93
C -1.301 -0.766 1.077  -1.65
C 0.996 -0.115 0.350  -0.53
C 2.007 0.010 -0.753  -0.50
C 1.624 -1.349 -0.227  -0.67
H -0.443 1.751 1.754  0.41
H -0.090 2.357 0.125  0.38
H -1.757 1.949 0.581  0.44
H -2.055 0.291 -1.302  0.45
H -0.491 0.871 -1.887  0.41
H -0.778 -0.870 -1.684  0.37
H -0.696 -1.147 1.907  0.36
H -2.186 -0.284 1.508  0.40
H -1.646 -1.633 0.503  0.36
H 1.370 0.157 1.339  0.58
H 1.662 0.273 -1.749  0.18
H 2.989 0.404 -0.509  0.27
H 2.341 -1.890 0.383  0.26
H 1.016 -1.984 -0.866  0.21

=====

*3*
Computed, not measured: a cluster of 2 separate species, C7H14 in total, with ωB97M-V/def2-TZVPD.

The calculation puts the LUMO energy at 0.957 eV. The HOMO energy comes out at -9.4 eV. As for the molar mass: 98.189 g mol⁻¹. Its SMILES is CC(C)(C)C.C#C.

Each line ends with the Mulliken charge.
Atoms and positions in Å:
C -0.205 -0.320 1.267  -1.52
C 0.644 0.005 0.020  2.28
C 2.107 -0.454 0.184  -1.85
C 0.622 1.509 -0.237  -1.47
C -0.014 -0.703 -1.137  -1.80
H -0.225 -1.370 1.435  0.47
H 0.229 0.162 2.160  0.38
H -1.287 -0.058 1.079  0.19
H 2.630 -0.205 -0.715  0.43
H 2.510 0.143 0.984  0.43
H 2.243 -1.486 0.448  0.40
H 1.153 1.714 -1.202  0.37
H 1.098 2.051 0.561  0.41
H -0.422 1.892 -0.361  0.21
H -0.996 -0.287 -1.436  0.42
H 0.608 -0.638 -2.041  0.41
H -0.086 -1.817 -0.972  0.32
C -2.523 -0.620 -0.019  -0.78
C -2.776 0.564 0.035  -0.14
H -2.371 -1.684 -0.105  0.42
H -2.941 1.604 0.055  0.41

=====

*4*
Computed, not measured: a cluster of 2 separate species, C7H14 in total, with ωB97M-V/def2-TZVPD.

The calculation puts the LUMO energy at 1.105 eV. The HOMO energy comes out at -9.0 eV. As for the molar mass: 98.189 g mol⁻¹. Its SMILES is C=C[C@]1(C)C[C@H]1C.[H][H].

Each line ends with the Mulliken charge.
Atoms and positions in Å:
C -1.543 1.146 -1.817  -0.77
C -0.830 1.193 -0.693  -0.53
C -0.413 0.024 0.133  1.67
C -0.493 -1.330 -0.544  -1.70
C -0.799 0.142 1.596  -0.92
C 0.636 0.296 1.198  0.07
C 1.649 -0.738 1.636  -1.57
H -1.874 0.206 -2.254  0.25
H -1.835 2.057 -2.334  0.27
H -0.546 2.170 -0.293  0.23
H -0.079 -1.279 -1.558  0.37
H -1.530 -1.677 -0.618  0.36
H 0.073 -2.090 0.000  0.35
H -1.367 1.018 1.898  0.26
H -1.082 -0.778 2.106  0.29
H 1.025 1.315 1.200  0.36
H 1.200 -1.732 1.733  0.30
H 2.488 -0.813 0.935  0.32
H 2.048 -0.474 2.622  0.39
H 1.293 0.806 -2.412  -0.24
H 1.977 0.539 -2.536  0.25

=====

Which structure is most stable, and how do the rest compare? From most to least stable: *2*, *1*, *4*, *3*.

=====

*1*
Computed, not measured: an isolated molecule of C7H14, with ωB97M-V/def2-TZVPD.

The calculation puts the LUMO energy at 1.127 eV. The HOMO energy comes out at -9.6 eV. As for the molar mass: 98.189 g mol⁻¹. Its SMILES is CC[C@@]1(C)C[C@H]1C.

Each line ends with the Mulliken charge.
Atoms and positions in Å:
C 1.767 -0.894 0.814  -1.01
C 1.083 -0.627 -0.525  -1.07
C 0.058 0.493 -0.468  1.42
C 0.655 1.880 -0.229  -1.55
C -1.145 0.390 -1.372  -1.12
C -1.311 0.217 0.113  0.17
C -1.726 -1.113 0.703  -1.48
H 2.524 -1.679 0.717  0.37
H 2.267 0.005 1.190  0.29
H 1.042 -1.212 1.570  0.23
H 1.844 -0.360 -1.272  0.37
H 0.612 -1.548 -0.887  0.38
H 1.746 1.833 -0.146  0.39
H 0.279 2.330 0.695  0.35
H 0.424 2.568 -1.050  0.38
H -1.529 1.301 -1.824  0.29
H -1.236 -0.494 -2.002  0.27
H -1.756 1.075 0.617  0.36
H -1.457 -1.188 1.764  0.32
H -1.258 -1.952 0.179  0.27
H -2.812 -1.241 0.623  0.39

=====

*2*
Computed, not measured: a structure of composition C7H14, with ωB97M-V/def2-TZVPD.

The calculation puts the LUMO energy at 1.069 eV. The HOMO energy comes out at -9.2 eV. As for the molar mass: 98.189 g mol⁻¹.

Each line ends with the Mulliken charge.
Atoms and positions in Å:
C -2.089 -0.636 -0.564  -1.14
C -0.662 -0.375 -1.062  -0.45
C 0.401 -0.354 0.001  1.06
C 0.490 -1.702 0.679  -1.41
C 1.724 0.307 -0.360  -0.99
C 0.886 0.882 0.736  0.12
C 0.194 2.212 0.606  -1.43
H -2.829 -0.448 -1.348  0.36
H -2.190 -1.687 -0.286  0.29
H -2.374 -0.045 0.320  0.27
H -0.263 -1.525 -1.680  0.19
H -0.628 0.581 -1.644  0.36
H -0.319 -2.431 0.694  0.33
H 0.833 -1.774 1.752  0.30
H 1.161 -2.306 -0.304  0.24
H 2.654 -0.202 -0.107  0.28
H 1.747 0.835 -1.314  0.29
H 1.244 0.668 1.744  0.35
H -0.719 2.232 1.212  0.30
H -0.081 2.429 -0.432  0.28
H 0.854 3.012 0.956  0.40

=====

*3*
Computed, not measured: a cluster of 2 separate species, C7H14 in total, with ωB97M-V/def2-TZVPD.

The calculation puts the LUMO energy at 1.072 eV. The HOMO energy comes out at -8.6 eV. As for the molar mass: 98.189 g mol⁻¹. Its SMILES is C/C=C1/C[C@H]1C.C.

Each line ends with the Mulliken charge.
Atoms and positions in Å:
C -1.236 -1.853 0.629  -1.20
C -1.356 -0.586 -0.172  -0.44
C -0.410 0.337 -0.174  0.23
C -0.089 1.747 -0.379  -0.60
C 0.692 0.882 0.620  0.26
C 0.393 0.907 2.095  -1.50
H -1.727 -2.707 0.151  0.36
H -0.185 -2.118 0.799  0.32
H -1.701 -1.715 1.614  0.28
H -2.234 -0.424 -0.794  0.39
H 0.478 2.096 -1.243  0.23
H -0.853 2.430 -0.027  0.26
H 1.738 0.728 0.348  0.30
H 0.766 -0.011 2.564  0.32
H -0.694 0.921 2.230  0.31
H 0.829 1.772 2.598  0.38
C 1.134 -0.469 -2.174  -1.01
H 0.263 -0.591 -1.522  0.20
H 0.783 0.051 -3.065  0.29
H 1.443 -1.489 -2.368  0.38
H 1.964 0.093 -1.729  0.22

=====

*4*
Computed, not measured: a cluster of 2 separate species, C7H14 in total, with ωB97M-V/def2-TZVPD.

The calculation puts the LUMO energy at 0.774 eV. The HOMO energy comes out at -7.8 eV. As for the molar mass: 98.189 g mol⁻¹.

Each line ends with the Mulliken charge.
Atoms and positions in Å:
C 2.904 -0.178 0.086  -0.88
C 0.485 -0.670 -1.092  -0.74
C -0.176 -1.440 -0.020  -0.57
C -1.326 -0.523 -0.587  0.08
C -2.456 -0.213 0.383  -1.44
C -0.247 0.605 -0.842  0.49
C -0.030 1.547 0.339  -1.50
H 2.346 -0.181 1.027  0.17
H 3.723 -0.897 0.137  0.34
H 3.285 0.826 -0.115  0.27
H 2.263 -0.483 -0.754  0.41
H -0.213 -2.525 -0.143  0.31
H -0.040 -1.174 1.034  0.18
H -1.739 -0.907 -1.520  0.45
H -2.087 0.147 1.348  0.30
H -3.119 0.551 -0.037  0.35
H -3.044 -1.119 0.559  0.39
H -0.360 1.204 -1.752  0.33
H 0.856 2.165 0.156  0.33
H 0.116 1.036 1.295  0.33
H -0.884 2.227 0.446  0.38

=====

Which structure is most stable, and how do the rest compare? From most to least stable: *1*, *2*, *3*, *4*.